(1)
DFT (the ωB97M-V functional and the def2-TZVPD basis) results for a molecular structure, C45H37ClF3N5O6SbZr in a non-equilibrium geometry.

Energy relative to the best compared isomer or geometry (same formula, charge and spin)   17.44 kcal per mole
Kohn-Sham gap   7.1 eV
Multiplicity   1
Charge   +1

The geometry in XYZ format:
```
99
C45H37ClF3N5O6SbZr the ωB97M-V functional and the def2-TZVPD basis
Zr -0.03 0.19 0.40
O -0.08 2.81 -2.77
C 0.18 2.15 -1.79
N -0.70 1.59 -0.93
C -1.81 2.35 -0.47
C -2.68 3.08 -1.27
C -3.64 3.89 -0.67
C -3.72 3.97 0.71
C -2.85 3.25 1.52
C -1.89 2.43 0.94
N -0.92 1.66 1.62
C -0.99 1.42 2.94
O -1.83 1.76 3.74
C 0.20 0.61 3.43
C 0.41 0.50 4.80
C 1.49 -0.22 5.26
C 2.35 -0.80 4.33
C 2.08 -0.63 2.98
N 1.03 0.06 2.52
C 1.62 1.94 -1.35
C 2.66 2.29 -2.19
C 3.95 2.25 -1.69
C 4.14 1.94 -0.36
C 3.04 1.63 0.42
N 1.79 1.60 -0.06
H -2.58 3.04 -2.34
H -4.32 4.46 -1.29
H -4.46 4.60 1.18
H -2.90 3.34 2.59
H -0.29 0.99 5.46
H 1.68 -0.33 6.32
H 3.21 -1.37 4.64
H 2.75 -1.05 2.24
H 2.44 2.60 -3.20
H 4.79 2.49 -2.33
H 5.13 1.94 0.08
H 3.15 1.41 1.48
O 2.92 -1.03 -0.17
Cl 1.73 -1.67 -0.54
O 1.93 -2.87 -1.25
O 0.92 -1.90 0.64
O 0.90 -0.77 -1.35
C -1.31 -5.29 -2.03
N -2.10 -4.28 -1.30
C -3.01 -3.54 -2.21
C -1.21 -3.33 -0.55
C -2.03 -2.51 0.42
C -2.94 -3.23 1.19
C -3.88 -2.59 1.98
C -3.92 -1.21 1.95
C -2.98 -0.50 1.23
C -1.95 -1.09 0.45
H -1.95 -5.90 -2.66
H -0.78 -5.93 -1.33
H -0.58 -4.78 -2.66
H -2.68 -4.74 -0.60
H -2.42 -3.13 -3.04
H -3.47 -2.71 -1.67
H -3.77 -4.20 -2.60
H -0.72 -2.70 -1.29
H -0.46 -3.93 -0.03
H -2.90 -4.32 1.22
H -4.57 -3.16 2.58
H -4.67 -0.68 2.53
H -3.09 0.58 1.24
F 3.92 2.02 -6.55
C 2.82 1.55 -5.94
C 2.93 0.42 -5.14
C 1.80 -0.04 -4.49
C 0.57 0.59 -4.64
C 0.50 1.73 -5.43
C 1.62 2.21 -6.09
Sb -1.14 -0.16 -3.52
C -2.71 0.84 -4.66
C -2.64 1.11 -6.02
C -3.67 1.76 -6.67
C -4.79 2.12 -5.94
F -5.80 2.75 -6.56
C -4.91 1.84 -4.59
C -3.86 1.19 -3.96
C -1.20 -1.94 -4.82
C -2.26 -2.24 -5.67
C -2.27 -3.40 -6.42
C -1.20 -4.28 -6.31
F -1.21 -5.41 -7.03
C -0.14 -4.03 -5.46
C -0.16 -2.86 -4.71
H 3.89 -0.06 -5.04
H 1.90 -0.90 -3.83
H -0.43 2.27 -5.51
H 1.56 3.10 -6.71
H -1.77 0.80 -6.59
H -3.63 2.01 -7.72
H -5.81 2.12 -4.06
H -3.93 0.97 -2.90
H -3.09 -1.55 -5.74
H -3.09 -3.64 -7.09
H 0.67 -4.74 -5.40
H 0.67 -2.67 -4.03
```

---

(2)
DFT (the ωB97M-V functional and the def2-TZVPD basis) results for a molecular structure, C45H37FN12O7S2Sn.

Energy relative to the best compared isomer or geometry (same formula, charge and spin)   0.00 kcal per mole
Kohn-Sham gap   5.8 eV
Multiplicity   1
Charge   -2

The geometry in XYZ format:
```
105
C45H37FN12O7S2Sn the ωB97M-V functional and the def2-TZVPD basis
Sn 0.83 0.92 -0.50
O 4.68 3.59 -0.24
C 3.56 3.11 -0.20
N 3.01 2.17 -1.02
C 3.76 1.70 -2.05
O 4.91 1.99 -2.37
C 3.03 0.72 -2.96
C 3.69 0.26 -4.10
C 3.01 -0.56 -4.98
C 1.71 -0.93 -4.70
C 1.14 -0.48 -3.52
N 1.79 0.33 -2.69
C 2.65 3.66 0.90
C 3.19 4.60 1.77
C 2.37 5.19 2.71
C 1.03 4.84 2.76
C 0.59 3.85 1.90
N 1.38 3.28 0.99
H 4.71 0.57 -4.25
H 3.50 -0.93 -5.88
H 1.15 -1.58 -5.36
H 0.15 -0.79 -3.19
H 4.24 4.83 1.68
H 2.78 5.93 3.40
H 0.35 5.30 3.46
H -0.44 3.50 1.91
C -4.12 1.61 -0.97
C -2.87 1.08 -0.29
N -1.87 1.84 -0.10
N -2.02 3.16 -0.42
C -1.24 3.68 -1.29
S -0.03 2.94 -2.26
S -1.49 5.46 -1.51
C -3.30 5.49 -1.70
C -3.87 4.93 -2.98
C -3.10 4.38 -4.00
C -3.70 3.89 -5.15
C -5.08 3.94 -5.30
C -5.86 4.49 -4.29
C -5.25 4.99 -3.15
C -2.86 -0.33 0.14
C -3.94 -0.82 0.87
C -4.01 -2.13 1.30
C -2.98 -3.01 0.96
C -1.92 -2.56 0.21
C -1.79 -1.21 -0.23
O -0.79 -0.85 -0.95
H -3.86 2.07 -1.92
H -4.57 2.39 -0.34
H -4.85 0.81 -1.14
H -3.59 6.54 -1.59
H -3.70 4.93 -0.85
H -2.02 4.32 -3.88
H -3.09 3.47 -5.93
H -5.55 3.54 -6.19
H -6.93 4.55 -4.40
H -5.86 5.43 -2.36
H -4.73 -0.13 1.16
H -4.85 -2.47 1.90
H -3.02 -4.04 1.28
H -1.12 -3.24 -0.07
C 0.99 -2.31 1.94
C 0.59 -1.19 2.82
N 0.11 -0.03 2.46
C -0.14 0.67 3.61
C 0.19 -0.07 4.69
N 0.66 -1.27 4.19
C 1.20 -2.35 4.96
N 0.44 -3.57 4.79
N 1.07 -4.74 4.56
N 0.20 -5.65 4.35
C -1.05 -5.10 4.42
C -2.32 -5.66 4.23
C -3.40 -4.82 4.38
C -3.25 -3.46 4.71
C -2.01 -2.89 4.87
C -0.91 -3.73 4.71
H 0.86 -1.98 0.91
H 0.38 -3.19 2.12
H 2.05 -2.55 2.10
H -0.54 1.68 3.57
H 0.13 0.11 5.76
H 1.21 -2.04 6.01
H 2.22 -2.58 4.65
H -2.42 -6.70 3.97
H -4.40 -5.21 4.23
H -4.13 -2.85 4.82
H -1.90 -1.84 5.09
F 1.70 -4.20 -3.26
C 2.95 -3.83 -2.90
C 3.18 -3.36 -1.67
N 4.44 -3.06 -1.22
C 4.64 -2.52 0.12
C 3.69 -1.31 0.52
O 3.89 -0.89 1.66
O 2.85 -0.96 -0.34
C 5.53 -3.21 -2.05
O 6.69 -3.05 -1.70
N 5.23 -3.62 -3.33
C 4.00 -4.00 -3.87
O 3.92 -4.42 -5.01
H 2.37 -3.23 -0.96
H 5.67 -2.19 0.20
H 4.46 -3.31 0.86
H 6.03 -3.74 -3.94
```

---

Number 1: E_HOMO -10.19 eV. Number 2: E_HOMO -1.98 eV.